A cluster of 2 separate species, C4H12N2O in total at a distorted geometry, computed with ωB97M-V with the def2-TZVPD basis set.

As for the energy relative to the best compared isomer or geometry (same formula, charge and spin): 59.83 kcal per mole. The SMILES is C=C(N)CCN.O.

```
19
Properties=species:S:1:pos:R:3:forces:R:3
C -1.6152 1.3341 0.4076 1.558 -1.765 -0.197
C -1.3797 0.0201 0.1140 0.289 2.149 -0.046
N -2.4060 -0.8821 -0.1868 0.199 -1.407 -0.168
C 0.0643 -0.5197 0.0925 -0.635 1.318 1.605
C 0.3216 -1.2520 1.4387 -2.075 -1.507 -1.567
N 0.3823 -0.6018 2.7130 1.681 0.828 0.608
H -2.5471 1.8402 0.6474 0.144 -0.382 -0.331
H -0.6551 1.8496 0.4860 -0.619 0.573 0.183
H -2.7479 -0.6985 -1.1222 -0.292 0.029 0.109
H -2.0232 -1.8434 -0.1996 -0.530 0.705 0.007
H 0.1552 -1.4105 -0.5557 0.184 1.154 -0.669
H 0.7517 0.3795 -0.0289 -0.440 -1.497 -0.378
H -0.6051 -1.8643 1.4845 0.357 -0.197 0.094
H 1.0452 -1.9900 1.1128 1.035 -0.012 1.072
H 1.1852 -0.9546 3.2448 -0.501 -0.238 -0.121
H 0.6593 0.3691 2.6080 -0.352 0.251 -0.204
O 3.5014 2.1924 -4.1338 -0.575 0.489 -0.396
H 2.6892 2.6058 -4.4986 0.747 -0.565 0.468
H 3.2237 1.4260 -3.6238 -0.175 0.076 -0.070
```
Positions in Å, forces in eV/Å.

=====

The molecule C5H11O2PS2 at a distorted geometry, computed with ωB97M-V with the def2-TZVPD basis set.

As for the energy relative to the best compared isomer or geometry (same formula, charge and spin): 24.19 kcal per mole.

```
21
Properties=species:S:1:pos:R:3:forces:R:3
C -0.3863 -0.0748 -1.3303 0.365 -1.173 0.343
C 1.8864 -1.0835 1.5094 0.868 -0.899 -3.415
C -0.2685 -2.4770 1.1792 -0.935 3.818 -0.848
C 0.1075 -0.3043 -0.1052 -1.211 1.269 -0.741
C 0.7842 -1.4518 0.4893 -1.181 -2.082 2.694
O -1.1026 1.1242 -1.6307 0.265 -0.465 -0.363
O -0.6431 2.8489 0.4880 0.231 -0.588 0.449
P -0.4257 2.9256 -0.9521 -0.760 1.628 -0.653
S 1.2283 3.2874 -1.8968 -1.197 -0.445 0.236
S -2.3198 3.7849 -1.7307 0.363 0.035 1.491
H -0.3990 -0.8013 -2.1680 0.215 0.679 0.607
H 2.6293 -0.5340 0.8417 -0.873 0.597 1.846
H 2.4663 -1.9917 1.6582 -0.243 -0.306 0.563
H 1.4256 -0.7693 2.4163 0.377 1.087 0.628
H -0.0138 -3.4718 1.3260 1.302 -1.570 0.686
H -0.7793 -1.9948 2.0325 0.695 -0.406 0.138
H -1.0850 -2.5316 0.4951 -0.739 -0.150 -0.851
H -0.0565 0.4334 0.6513 -0.273 0.952 0.102
H 1.2140 -2.0453 -0.2237 1.309 -1.406 -2.186
H -1.2961 1.2042 -2.5967 0.259 -0.135 0.972
H -2.9660 3.9225 -0.4527 1.162 -0.442 -1.698
```
Positions in Å, forces in eV/Å.

=====

A cluster of 9 separate species, C34H78B2N11O11S in total at a distorted geometry, computed with ωB97M-V with the def2-TZVPD basis set.

As for the total charge: +1.

```
137
Properties=species:S:1:pos:R:3:forces:R:3
C -2.1749 4.7065 -2.9656 -0.475 0.280 0.141
C -1.8516 4.7954 -1.3534 0.530 -0.134 -0.686
B -0.4282 4.0232 -1.0253 0.889 0.064 -2.674
O 0.7331 3.9573 -1.9493 -3.058 2.027 1.890
N -0.2708 3.3552 0.3282 0.490 -2.032 3.060
C 0.0728 4.3561 1.4170 -0.610 -6.878 3.874
S 0.3376 6.2035 1.2553 -0.234 -1.444 -0.126
C 0.1321 3.3308 2.6949 -0.445 3.130 -2.689
C 0.5091 4.0416 4.1232 0.276 0.409 -0.624
C 2.1554 4.1277 4.2051 0.873 -1.246 0.317
C 2.7306 4.1220 5.7485 -0.168 -0.035 -0.023
O 2.6588 5.3198 3.4708 0.142 -1.922 -0.322
N -0.1695 1.8997 2.3078 0.300 4.141 -3.982
B -0.2248 0.7240 3.2836 -0.494 -1.727 2.505
N -0.5924 1.0165 4.7443 -1.046 0.002 -3.418
O 0.0490 -0.6895 2.9452 -2.743 2.597 -0.385
C -0.4111 1.9172 0.7837 0.743 3.007 1.685
C -0.8023 0.6294 -0.1785 0.027 -0.901 0.545
C 0.1386 0.4823 -1.5184 -0.334 1.994 -0.643
H -1.3347 5.2181 -3.6240 -1.787 -1.156 1.358
H -3.1865 5.2693 -3.1484 2.009 -1.037 0.181
H -2.3362 3.5860 -3.2915 0.511 2.264 0.605
H -1.7008 5.9199 -1.0224 -0.647 -2.176 -0.582
H -2.7328 4.2822 -0.7789 1.698 1.215 -0.842
H 0.6954 4.7682 -2.5571 -0.079 -1.890 0.969
H 0.3163 6.8006 2.5273 -0.133 -1.555 -0.872
H 0.0025 3.5686 5.0662 1.255 0.673 -1.971
H 0.1195 5.1692 4.0780 0.652 -2.621 -0.078
H 2.6115 3.1794 3.6552 -1.078 1.802 1.241
H 3.9185 4.2126 5.7263 -2.713 -0.044 0.028
H 2.2484 5.0151 6.3724 1.181 -1.916 -1.393
H 2.4569 3.0955 6.2934 0.486 2.259 -1.308
H 3.2833 5.0165 2.7367 -1.386 0.510 1.641
H -0.9418 0.1646 5.2352 0.549 1.120 -0.490
H -1.2937 1.8087 4.7864 1.207 -1.306 0.355
H -0.8762 -1.0968 2.8003 2.205 0.557 0.412
H -1.9546 0.6192 -0.4888 2.514 0.443 0.699
H -0.6420 -0.3637 0.4496 -0.259 2.431 -0.920
H 0.5351 -0.5998 -1.7224 -0.889 2.183 0.624
H -0.5325 0.8611 -2.4302 1.551 -1.141 1.895
H 1.0190 1.2854 -1.4481 -1.684 -2.067 -0.147
C 3.4777 -2.6424 -4.5795 -0.058 -0.414 0.583
O 3.2769 -3.8440 -4.7042 0.168 1.052 0.429
N 3.5984 -1.9719 -3.3814 -0.100 -0.334 -1.205
C 3.8363 -0.5449 -3.3192 -0.003 -0.262 0.098
C 3.4841 -2.7161 -2.1443 -0.056 -0.311 -0.151
H 3.5808 -1.9819 -5.4563 0.017 0.079 0.095
H 4.7764 -0.3660 -2.7897 -0.073 0.223 -0.048
H 3.0126 -0.0726 -2.7762 0.123 0.201 -0.037
H 3.9006 -0.1120 -4.3212 -0.023 -0.148 0.137
H 4.2574 -3.4899 -2.1214 -0.166 0.006 0.183
H 2.5023 -3.1980 -2.1080 0.149 -0.077 0.172
H 3.6009 -2.0533 -1.2826 0.006 -0.044 -0.222
C -3.8688 0.7897 -3.3675 -0.242 -0.280 -1.464
O -3.1402 0.1036 -2.6618 -0.009 0.153 -0.190
N -4.0863 0.5999 -4.7152 0.183 0.468 1.955
C -4.9660 1.4584 -5.4807 0.097 -0.032 -0.098
C -3.4148 -0.4920 -5.3890 0.177 -0.319 0.111
H -4.4276 1.6467 -2.9563 -0.056 0.010 -0.117
H -5.7677 0.8505 -5.9097 -0.009 0.188 -0.054
H -4.3907 1.9281 -6.2836 -0.207 -0.017 -0.039
H -5.4038 2.2368 -4.8500 0.086 -0.164 0.003
H -3.7033 -1.4347 -4.9143 0.126 0.114 -0.173
H -2.3331 -0.3625 -5.2864 -0.084 -0.149 -0.121
H -3.6838 -0.5159 -6.4484 0.072 0.136 0.272
C -4.9185 -3.8218 -4.1923 -0.640 -0.443 0.422
O -5.6689 -3.7654 -5.1585 0.375 -0.079 0.816
N -5.2266 -4.3844 -2.9724 0.566 0.676 -1.185
C -4.2802 -4.4110 -1.8768 -0.173 -0.086 -0.068
C -6.5375 -4.9682 -2.7780 -0.140 0.045 -0.313
H -3.8974 -3.4077 -4.2314 0.003 -0.113 0.165
H -4.0916 -5.4516 -1.5977 0.130 0.138 0.148
H -4.7092 -3.8740 -1.0260 0.194 -0.068 0.077
H -3.3358 -3.9385 -2.1602 -0.190 -0.060 -0.031
H -6.6833 -5.7682 -3.5101 -0.172 0.068 0.146
H -7.2979 -4.1984 -2.9413 -0.062 -0.217 0.034
H -6.6343 -5.3725 -1.7668 0.127 0.111 -0.188
C 1.5094 -6.9191 -0.5586 0.946 0.026 0.293
O 0.8583 -6.4153 0.3481 0.532 -0.165 -0.394
N 2.8797 -7.0666 -0.5726 -1.661 0.095 -0.298
C 3.5763 -7.6750 -1.6868 0.004 0.086 0.183
C 3.6491 -6.5993 0.5617 -0.253 -0.022 0.148
H 1.0238 -7.3076 -1.4690 0.117 -0.031 -0.024
H 4.1187 -8.5540 -1.3272 0.050 0.024 -0.208
H 4.2835 -6.9500 -2.0999 0.017 -0.193 -0.135
H 2.8767 -7.9802 -2.4697 0.063 0.091 0.162
H 3.3114 -7.1229 1.4612 0.239 0.231 -0.049
H 3.4754 -5.5268 0.6923 0.138 -0.111 0.165
H 4.7157 -6.7833 0.4072 -0.305 0.006 0.023
C 5.6531 -5.5449 3.7950 -0.763 0.249 0.215
O 5.2859 -6.2132 2.8368 0.071 0.576 0.782
N 4.8280 -4.8193 4.6270 1.091 -0.670 -0.855
C 5.3425 -4.0524 5.7425 -0.219 -0.225 -0.029
C 3.4011 -4.8224 4.3799 0.036 -0.234 -0.279
H 6.7177 -5.4729 4.0726 -0.075 0.068 0.093
H 4.8928 -4.4272 6.6664 0.215 0.272 0.041
H 5.0740 -3.0014 5.6026 0.125 -0.058 0.142
H 6.4302 -4.1389 5.8118 -0.209 -0.028 -0.023
H 3.0327 -5.8513 4.4333 -0.159 0.178 -0.073
H 3.2129 -4.4326 3.3748 -0.196 -0.095 0.103
H 2.8800 -4.2059 5.1173 0.206 -0.107 -0.082
C 6.4781 -1.8516 8.6639 -0.604 0.080 -0.263
O 6.0114 -2.9814 8.5904 0.119 1.035 -0.102
N 5.8540 -0.6994 8.2368 0.776 -0.963 0.436
C 6.4755 0.6027 8.3597 -0.187 -0.107 -0.056
C 4.5350 -0.7914 7.6461 -0.012 -0.329 0.071
H 7.4755 -1.6677 9.0963 -0.062 0.109 -0.034
H 5.8393 1.2411 8.9794 0.183 0.137 -0.052
H 6.5771 1.0414 7.3629 0.095 0.164 0.133
H 7.4641 0.5257 8.8204 -0.189 -0.066 -0.077
H 3.8499 -1.2386 8.3726 -0.081 0.039 -0.210
H 4.5840 -1.4373 6.7642 -0.227 0.156 0.128
H 4.1710 0.1984 7.3577 0.165 -0.137 0.098
C -4.8582 0.2448 -9.0511 -0.037 -0.943 -0.531
O -3.7216 0.4032 -8.6237 -0.569 -0.280 -0.229
N -5.3093 -0.8659 -9.7311 0.308 1.457 0.808
C -6.6731 -0.9762 -10.2051 0.125 -0.123 -0.006
C -4.3920 -1.9584 -9.9805 0.334 0.079 0.134
H -5.6364 1.0142 -8.9163 -0.074 -0.089 -0.075
H -7.1382 -1.8516 -9.7430 -0.139 0.100 -0.136
H -6.6607 -1.0971 -11.2921 -0.212 -0.001 0.074
H -7.2524 -0.0849 -9.9496 0.164 -0.116 -0.011
H -4.0203 -2.3369 -9.0235 0.056 -0.097 -0.201
H -3.5452 -1.5861 -10.5650 -0.016 -0.208 0.073
H -4.8902 -2.7641 -10.5265 0.013 0.232 0.131
C -1.9106 7.4238 4.1045 -0.943 0.587 -0.441
O -2.3773 6.2940 4.0310 0.247 0.658 -0.095
N -2.5347 8.5761 3.6773 1.023 -1.266 0.561
C -1.9132 9.8782 3.8002 -0.152 -0.009 -0.048
C -3.8537 8.4840 3.0866 -0.134 -0.339 0.018
H -0.9132 7.6077 4.5369 0.033 0.173 0.029
H -2.5494 10.5165 4.4199 0.199 0.111 -0.077
H -1.8116 10.3168 2.8034 0.068 0.153 0.155
H -0.9246 9.8011 4.2609 -0.173 -0.056 -0.055
H -4.5388 8.0368 3.8132 -0.057 0.057 -0.219
H -3.8047 7.8381 2.2047 -0.189 0.079 0.072
H -4.2177 9.4738 2.7982 0.177 -0.171 0.106
```
Positions in Å, forces in eV/Å.

=====

A cluster of 2 separate species, C3H5N2O in total at a distorted geometry, computed with ωB97M-V with the def2-TZVPD basis set.

As for the total charge: +1. As for the energy relative to the best compared isomer or geometry (same formula, charge and spin): 154.70 kcal per mole.

```
11
Properties=species:S:1:pos:R:3:forces:R:3
C -1.5942 0.3373 -0.3763 -1.157 0.857 -0.011
C 0.4849 -0.8810 -0.6442 0.184 0.721 -1.150
C 0.3027 0.8291 0.9253 1.909 2.124 4.603
N -0.8858 -0.6222 -0.8796 -3.452 0.325 1.102
N -0.8362 1.1981 0.4856 -0.196 -0.464 -1.347
O 0.9326 -0.2355 0.5924 -0.483 0.979 -0.231
H 0.5869 -1.9234 -0.4095 0.912 -0.440 -0.763
H 0.8253 -0.3436 -1.5614 1.896 -1.127 0.993
H 0.7125 1.9160 2.3956 -0.399 -2.720 -3.295
H -1.5295 -1.2238 -1.4078 1.088 -0.388 0.081
H -1.2486 2.0472 0.8289 -0.302 0.133 0.016
```
Positions in Å, forces in eV/Å.

=====

A structure of composition C3H9N3O2 at a distorted geometry, computed with ωB97M-V with the def2-TZVPD basis set.

As for the energy relative to the best compared isomer or geometry (same formula, charge and spin): 119.84 kcal per mole.

```
17
Properties=species:S:1:pos:R:3:forces:R:3
N 0.7668 -0.7661 1.0259 -0.445 1.634 -2.419
N 0.9715 0.4312 1.7856 -0.207 -0.410 0.362
C 1.1317 -0.3795 -0.7402 -2.030 0.550 -1.025
O 1.8078 0.6325 -1.0397 -0.157 -0.620 1.107
H 1.4748 -1.4662 1.2326 -0.573 -0.091 0.704
H 1.6792 1.0060 1.3196 -0.077 -0.250 -0.366
H 0.1194 0.9960 1.7472 0.282 -0.387 0.086
H 1.4225 -1.3851 -1.0977 0.162 -0.004 0.352
N -0.8527 1.1992 -0.9300 0.099 -0.531 -0.257
C -0.9840 -0.9070 0.2528 0.910 0.019 1.050
C -0.5241 -0.2274 -0.9837 1.967 0.404 0.158
O -1.8666 -0.2360 0.9926 1.161 0.291 0.333
H -1.5813 0.7184 0.8636 -0.821 -0.640 -0.440
H -1.6469 1.4130 -1.5261 0.193 0.032 0.080
H -0.0255 1.7029 -1.2718 -0.102 -0.149 0.246
H -1.1070 -1.9851 0.2733 -0.109 0.144 0.034
H -0.7856 -0.7468 -1.9042 -0.253 0.007 -0.004
```
Positions in Å, forces in eV/Å.

=====

Here are the calculated Kohn-Sham gap numbers, same order: 9.0479 9.4903 6.7127 8.1115 9.1938 (eV).
Here are the calculated molar mass numbers, same order: 104.15 198.25 870.76 85.09 119.12 (g mol⁻¹).
Here are the calculated HOMO level numbers, same order: -0.313 -0.346 -0.365 -0.519 -0.311 (Ha).